A molecular structure, C41H50BiFN9O6S2Se, computed with ωB97M-V/def2-TZVPD.

Last column: Mulliken charge in e.
CARTESIAN COORDINATES (ANGSTROEM)
Bi: -0.98799 -1.14275 2.02672  1.094
C: -0.97261 1.44098 4.46545  -0.332
C: -2.04453 0.60458 5.15666  -1.238
N: -2.27838 -0.68779 4.49413  0.622
C: -2.33806 -1.83813 5.39907  -0.745
C: -1.01692 -2.15093 6.09119  -0.915
S: 0.38248 -2.39985 4.95874  0.081
C: 1.53070 -1.08954 5.46450  -0.519
C: 0.98031 0.33551 5.46745  -1.089
N: 0.25463 0.68029 4.25048  0.514
H: -1.34563 1.73941 3.48520  -0.082
H: -0.80921 2.35315 5.05782  0.475
H: -1.76412 0.42267 6.19574  0.412
H: -2.96612 1.19127 5.19069  0.423
H: -3.14167 -0.63061 3.97059  0.116
H: -3.09714 -1.70154 6.18234  0.398
H: -2.64057 -2.70345 4.80728  0.244
H: -0.74362 -1.36779 6.79724  0.394
H: -1.14148 -3.06576 6.67013  0.637
H: 1.95384 -1.32565 6.44243  0.489
H: 2.33998 -1.17361 4.73656  0.172
H: 0.31405 0.46035 6.32216  0.331
H: 1.82096 1.01576 5.65179  0.402
H: 0.84363 1.17200 3.59161  0.012
C: -2.47572 4.81452 -3.21078  -1.051
C: -2.18595 3.32514 -3.32269  -1.061
N: -1.57518 2.77688 -2.10825  0.309
C: -2.36899 2.18036 -1.19189  -0.116
C: -1.95896 1.65086 -0.00859  0.207
C: -3.06491 1.06231 0.85534  -0.391
O: -4.21706 1.31805 0.54017  -0.775
O: -2.72665 0.33440 1.86391  -0.141
C: -0.56538 1.70393 0.32579  0.363
O: -0.03264 1.20746 1.33096  -0.918
C: 0.28417 2.43419 -0.63623  0.974
C: 1.64712 2.55983 -0.34778  -0.591
C: 2.45927 3.19210 -1.23796  0.148
F: 3.78209 3.33574 -0.97772  -0.472
C: 1.96908 3.72578 -2.43638  -1.216
C: 0.63283 3.59738 -2.72965  -1.252
C: -0.23118 2.94348 -1.83364  0.951
N: 2.83720 4.41011 -3.35874  0.347
C: 3.87945 3.54404 -3.89898  -0.235
C: 4.57567 4.24365 -5.04771  -1.117
N: 5.13845 5.55063 -4.55334  -0.119
C: 4.07228 6.41708 -3.93481  -0.931
C: 3.40364 5.64003 -2.81985  -0.399
H: -2.92822 5.17584 -4.13418  0.397
H: -1.56817 5.38931 -3.02407  0.313
H: -3.17095 5.00394 -2.39290  0.343
H: -1.53974 3.10132 -4.17147  0.464
H: -3.11014 2.77372 -3.48202  0.498
H: -3.42400 2.12820 -1.43103  0.621
H: 2.03112 2.13689 0.57089  0.489
H: 0.28009 4.01718 -3.66022  0.484
H: 3.42293 2.63169 -4.27829  0.401
H: 4.61582 3.24941 -3.13582  0.410
H: 3.87747 4.48761 -5.84622  0.380
H: 5.40154 3.65533 -5.44280  0.437
H: 5.59604 6.04690 -5.31758  0.355
H: 5.85551 5.35710 -3.85040  0.409
H: 3.36852 6.65762 -4.72932  0.362
H: 4.55082 7.32469 -3.57255  0.435
H: 2.60646 6.25254 -2.40106  0.420
H: 4.13309 5.45056 -2.01752  0.372
C: -1.26032 -5.01599 -4.30776  -1.636
C: -0.92741 -4.98616 -2.84054  1.023
C: 0.02841 -4.10930 -2.33817  -0.595
C: 0.33857 -4.08645 -0.98740  -0.510
C: -0.31118 -4.95362 -0.12551  -0.136
C: -1.25940 -5.84943 -0.60590  -0.575
C: -1.56357 -5.85565 -1.95720  -0.708
S: -0.01201 -4.84479 1.61654  1.113
O: -0.37531 -6.11182 2.19442  -0.731
O: 1.32874 -4.35084 1.80199  -0.660
N: -0.98646 -3.65999 2.08512  -0.081
C: -2.34012 -3.76727 2.15128  0.059
C: -3.15504 -4.91238 2.25222  -0.847
C: -4.51664 -4.73956 2.32687  -0.622
C: -5.08585 -3.45929 2.30558  -1.070
C: -4.23678 -2.38424 2.21688  -0.538
N: -2.91044 -2.54374 2.14740  0.924
H: -0.79863 -4.18110 -4.83409  0.351
H: -2.33867 -4.96569 -4.46437  0.355
H: -0.90653 -5.94060 -4.76771  0.363
H: 0.53879 -3.43022 -3.01254  0.384
H: 1.07247 -3.40029 -0.59265  0.479
H: -1.73393 -6.54397 0.07386  0.485
H: -2.30196 -6.55362 -2.33497  0.415
H: -2.69377 -5.88637 2.29595  0.737
H: -5.15674 -5.60917 2.40841  0.430
H: -6.15454 -3.31175 2.35126  0.474
H: -4.58756 -1.35813 2.17560  0.472
C: -2.33788 -1.70375 -0.78915  -1.182
O: -1.20991 -1.27172 -0.07545  0.488
H: -2.29380 -2.78229 -0.98809  0.108
H: -2.37822 -1.18659 -1.75879  0.189
H: -3.28217 -1.49104 -0.27239  0.318
Se: 3.10043 -1.78566 1.87471  0.320
N: 1.73015 -1.44119 0.83041  -0.038
C: 2.21093 -0.91725 -0.29015  -0.355
C: 1.42611 -0.59072 -1.44026  0.693
C: 2.06739 -0.16005 -2.55552  -1.186
C: 3.49304 -0.00917 -2.59672  -0.741
C: 4.27141 -0.28319 -1.52034  -0.977
C: 3.64373 -0.76446 -0.33055  0.731
N: 4.30123 -1.15457 0.75363  -0.973
H: 0.35282 -0.73494 -1.37483  0.636
H: 1.49142 0.05637 -3.44832  0.514
H: 3.95988 0.28777 -3.52850  0.603
H: 5.34998 -0.20248 -1.54485  0.499

Forces on atoms 1 to 6 (eV/Å):
-0.025 -0.122 0.001
-0.001 -0.077 -0.088
-0.014 -0.054 -0.019
0.039 -0.021 0.056
-0.007 0.064 -0.079
0.078 0.002 0.008

* total charge: +1
* HOMO energy: -9.396 eV
* orbital gap: 6.16 eV
* electronic energy: -6048.7097 Ha



A molecular structure, C41H50GaIN2O2, computed with ωB97M-V/def2-TZVPD.

Last column: Mulliken charge in e.
CARTESIAN COORDINATES (ANGSTROEM)
Ga: 2.79140 -0.15355 -0.93146  0.061
C: -2.90566 -0.61334 3.31697  -1.762
C: -1.96472 -1.80559 3.48563  1.850
C: -2.70140 -3.07515 3.03085  -1.662
C: -1.59987 -1.93252 4.97137  -1.793
C: -0.68353 -1.63814 2.67708  0.369
C: -0.41895 -0.55121 1.91363  -0.087
C: 0.80863 -0.46743 1.19286  0.309
N: 1.20540 0.50386 0.37741  -0.154
C: 0.72548 1.70490 0.09252  0.206
C: -0.33350 2.40427 0.74986  -1.230
C: -0.74978 3.60362 0.28425  0.155
C: -0.07875 4.16421 -0.86032  -0.549
C: 0.97414 3.60266 -1.50954  0.002
C: 1.42371 2.31670 -1.02378  0.688
O: 2.39226 1.70560 -1.55947  -0.760
C: 1.69198 4.27619 -2.67844  2.067
C: 1.60952 3.39330 -3.93241  -1.640
C: 3.16381 4.52164 -2.30814  -1.662
C: 1.06091 5.62748 -3.01802  -2.191
C: -1.88868 4.39643 0.91096  2.021
C: -2.99180 4.59214 -0.13931  -1.437
C: -1.37279 5.76586 1.37506  -1.779
C: -2.49361 3.67122 2.11189  -2.088
C: 1.77455 -1.55882 1.23481  0.840
O: 2.86729 -1.42129 0.60817  -0.798
C: 1.45079 -2.73635 1.99835  0.182
C: 0.28186 -2.69913 2.69798  -0.940
C: 2.33265 -3.99142 2.07547  2.091
C: 1.47621 -5.22222 1.73226  -1.689
C: 3.52443 -3.99474 1.11169  -1.924
C: 2.86991 -4.12373 3.50735  -1.692
H: -3.80877 -0.77519 3.90722  0.540
H: -3.20395 -0.48102 2.27519  0.196
H: -2.44721 0.31523 3.66478  0.364
H: -3.66945 -3.14459 3.53078  0.466
H: -2.14315 -3.98024 3.27352  0.364
H: -2.87350 -3.06412 1.95270  0.240
H: -2.49935 -2.10176 5.56738  0.475
H: -1.11533 -1.02331 5.33125  0.370
H: -0.92124 -2.76851 5.14764  0.307
H: -1.16412 0.21313 1.78096  -0.417
H: -0.75927 1.98994 1.64679  1.099
H: -0.43279 5.12558 -1.20567  0.525
H: 2.05974 2.41614 -3.76995  0.256
H: 2.14207 3.87720 -4.75366  0.548
H: 0.56945 3.26003 -4.24154  0.309
H: 3.69765 3.59131 -2.13020  0.339
H: 3.23447 5.14221 -1.41212  0.352
H: 3.65835 5.05146 -3.12499  0.465
H: 0.01204 5.52998 -3.30801  0.393
H: 1.59585 6.06444 -3.86217  0.442
H: 1.12973 6.33067 -2.18501  0.366
H: -2.62529 5.11563 -1.02347  0.292
H: -3.80827 5.18280 0.28121  0.506
H: -3.39337 3.62846 -0.45908  0.119
H: -0.98235 6.35720 0.54552  0.313
H: -0.57614 5.65153 2.11219  0.391
H: -2.18425 6.33515 1.83306  0.462
H: -2.90453 2.69918 1.82783  0.352
H: -3.30884 4.26779 2.52419  0.509
H: -1.75869 3.52013 2.90526  0.403
H: 0.04049 -3.55972 3.30962  0.386
H: 1.06149 -5.13525 0.72582  0.346
H: 0.65058 -5.36940 2.42933  0.322
H: 2.09673 -6.11965 1.76633  0.478
H: 3.21057 -3.86884 0.07553  0.228
H: 4.02571 -4.96095 1.20237  0.532
H: 4.24410 -3.21094 1.33511  0.346
H: 2.06068 -4.20239 4.23621  0.283
H: 3.48343 -3.26079 3.77222  0.370
H: 3.48915 -5.01916 3.59136  0.460
N: 1.88499 -1.32598 -2.07924  -0.235
C: 0.70133 -1.65724 -2.33585  -0.548
C: 0.40666 -2.95287 -3.04226  0.519
C: -0.79887 -3.17817 -3.69947  -0.172
C: -1.03075 -4.38452 -4.34673  -0.917
C: -0.06435 -5.37893 -4.32941  -0.340
C: 1.14070 -5.16105 -3.67112  -0.803
C: 1.37594 -3.95289 -3.03767  -0.452
C: -0.49813 -0.82130 -1.96529  1.326
C: -0.58017 0.49965 -2.39487  -0.304
C: -1.66352 1.29220 -2.03859  -0.464
C: -2.67471 0.76814 -1.24571  -0.977
C: -2.60287 -0.55244 -0.81994  -0.780
C: -1.52424 -1.34499 -1.18407  -0.239
H: -1.55883 -2.40685 -3.71097  0.408
H: -1.96678 -4.54677 -4.86577  0.394
H: -0.24735 -6.32143 -4.82958  0.393
H: 1.89689 -5.93565 -3.65476  0.406
H: 2.31476 -3.75362 -2.53632  0.484
H: 0.21213 0.89779 -3.01465  0.491
H: -1.71534 2.31901 -2.38176  0.520
H: -3.52373 1.38128 -0.96856  0.428
H: -3.39787 -0.96876 -0.21291  0.517
H: -1.47904 -2.38240 -0.86956  0.634
I: 5.26883 -0.01700 -1.33598  -0.389

Forces on atoms 1 to 6 (eV/Å):
-0.263 0.025 -0.131
0.023 0.021 0.004
0.006 -0.017 -0.022
-0.007 -0.002 -0.005
-0.016 -0.019 0.010
0.027 0.018 0.014

* HOMO energy: -7.845 eV
* orbital gap: 5.61 eV
* electronic energy: -4074.9221 Ha



Sequential LUMO level output: -3.2333, -2.2344 eV